22
Properties=species:S:1:pos:R:3:forces:R:3 method="wB97M-V/def2-TZVPD" orbital_gap_ev=7.79 max_force_ha_per_bohr=0.0658 total_charge=-1 lumo_energy_ev=3.36 de_lowest_ev=0.5909 molar_mass_g_mol=179.7
C 1.856 -1.461 -0.461 -1.3025 0.2149 0.8824
C 0.310 -1.674 1.550 -2.2503 -0.2420 -0.2775
C -1.715 1.058 0.826 1.7247 -2.7760 -0.8772
C 0.807 2.161 0.016 -1.6077 -0.5354 1.5643
C -0.358 0.187 -2.145 -0.2305 -2.2918 0.2674
C 0.891 -0.920 0.436 -2.4332 1.1181 -1.0672
O 2.379 -0.734 0.481 2.0245 1.1563 1.0644
O 2.216 -2.044 -1.404 1.0430 -1.3737 -2.0648
Si -0.130 0.571 -0.297 -0.6658 0.2145 0.8579
Cl -2.226 -2.460 -0.350 -0.2188 0.1118 -0.1934
H 0.154 -1.003 2.384 0.6636 -0.1339 0.7428
H -0.770 -2.005 1.335 1.5390 0.4226 -0.3534
H 0.882 -2.562 1.652 0.5274 -0.7893 1.0812
H -1.959 2.077 0.767 -0.5993 1.3560 -0.8580
H -2.425 0.306 0.395 -0.1314 0.8045 1.2324
H -1.418 0.977 1.902 -0.4104 -0.7828 -0.7880
H 0.288 2.907 -0.576 0.2950 0.4986 0.0841
H 0.659 2.318 1.118 -0.3777 0.2299 -0.8767
H 1.838 2.157 -0.021 2.3251 0.1437 -0.9952
H 0.620 0.094 -2.672 -0.5776 0.2207 0.4099
H -0.907 -0.830 -2.289 1.0070 1.5335 0.6011
H -0.991 0.881 -2.647 -0.3443 0.8996 -0.4365